Below is 5 unconnected molecules or ions with the total composition C30H61BrN2O6PS, with properties calculated with ωB97M-V/def2-TZVPD.

```
102
C30H61BrN2O6PS, DFT ωB97M-V/def2-TZVPD
C -0.30989 0.01730 -0.11811
O -1.36383 -0.09306 0.83068
C -1.10612 0.56385 2.05111
C -1.61582 -0.24683 3.23965
C -1.03488 -1.67971 3.38626
C 0.47021 -1.83768 3.04230
C 0.67898 -2.77054 1.83427
C 2.16493 -3.04634 1.50542
C 2.73969 -2.06035 0.45313
C 3.55635 -0.98491 1.19337
C 3.86603 0.28864 0.36254
C 3.66826 1.52963 1.24248
C 4.78609 1.75560 2.28471
C 4.64767 1.00357 3.60754
N 3.53276 1.49748 4.51525
N 2.83794 2.66719 4.00366
C 1.68011 2.63284 4.35411
S 0.29240 2.64154 5.06185
P 4.34015 1.94636 6.18191
O 3.27570 1.39503 7.30741
Br 4.27256 4.18404 6.18841
H -0.49243 0.88911 -0.75892
H -0.32330 -0.86856 -0.76029
H 0.68316 0.05605 0.34805
H -1.68350 1.50547 2.04655
H -0.05337 0.85846 2.18020
H -1.51090 0.30033 4.18338
H -2.69604 -0.35461 3.09025
H -1.58997 -2.31187 2.69122
H -1.19657 -2.00031 4.41662
H 0.95467 -2.31630 3.90384
H 0.98912 -0.87940 2.89340
H 0.11938 -2.43800 0.95571
H 0.23271 -3.72619 2.13555
H 2.26035 -4.08308 1.17890
H 2.72949 -2.90218 2.43431
H 1.94242 -1.64499 -0.16522
H 3.42861 -2.60292 -0.20184
H 4.50613 -1.44589 1.49583
H 3.02233 -0.75353 2.12394
H 4.88087 0.21302 -0.03124
H 3.13822 0.34786 -0.45076
H 3.66025 2.41491 0.59578
H 2.67519 1.50844 1.70423
H 5.70917 1.36919 1.83616
H 4.98467 2.81231 2.46925
H 5.58145 1.16307 4.15822
H 4.53441 -0.07460 3.51008
H 2.88403 0.72667 4.71010
H 2.64775 0.79576 6.86380
C -3.70646 2.55543 -2.06567
C -3.85984 1.06369 -2.33653
C -2.59789 0.75820 -3.12817
O -1.59032 1.67047 -2.65767
C -2.20626 2.68037 -1.85248
H -4.28649 2.90988 -1.21434
H -4.00865 3.12720 -2.94640
H -3.85391 0.51287 -1.39162
H -4.77054 0.80483 -2.87535
H -2.74511 0.93487 -4.19549
H -2.25348 -0.26858 -2.99091
H -1.93664 2.48959 -0.80501
H -1.81919 3.65935 -2.13559
C -5.53373 -0.25622 -7.42927
C -4.36520 -0.94794 -8.11644
C -3.17350 -0.33126 -7.40084
O -3.60660 -0.02483 -6.06876
C -5.03269 -0.14774 -5.99786
H -6.47491 -0.79821 -7.50911
H -5.67712 0.74070 -7.85294
H -4.40374 -2.02275 -7.92288
H -4.33684 -0.79775 -9.19459
H -2.86161 0.60268 -7.87954
H -2.31491 -1.00235 -7.35786
H -5.26743 -1.05205 -5.42553
H -5.44634 0.71379 -5.47086
C 0.98700 5.06843 1.54872
C 1.02748 6.45328 0.91455
C 0.00919 6.30340 -0.20621
O -0.95960 5.34902 0.24927
C -0.47790 4.70036 1.41834
H 1.34247 5.03257 2.58059
H 1.59553 4.38109 0.95257
H 0.68667 7.20146 1.63426
H 2.01330 6.74947 0.55953
H 0.47517 5.90627 -1.11385
H -0.48957 7.23983 -0.45452
H -1.05195 5.06476 2.27956
H -0.63500 3.62271 1.32471
C -1.02695 -6.47500 -0.88172
C 0.10981 -7.00698 -1.74282
C 1.33175 -6.53571 -0.97078
O 0.95872 -6.50438 0.41264
C -0.46334 -6.65011 0.51940
H -1.97110 -6.99761 -1.02729
H -1.18814 -5.41424 -1.09184
H 0.07928 -8.09872 -1.76596
H 0.09087 -6.64479 -2.76966
H 1.62236 -5.52109 -1.26803
H 2.19141 -7.19414 -1.09945
H -0.67310 -7.65137 0.90916
H -0.85252 -5.91460 1.22550
```

## Properties
Charge: +1


Below is 12 unconnected molecules or ions with the total composition C48H74F18O24, with properties calculated with ωB97M-V/def2-TZVPD.

```
164
C48H74F18O24, DFT ωB97M-V/def2-TZVPD
C 2.53687 0.18817 -0.12436
O 2.32112 -1.20788 -0.50653
C 0.94678 -1.60185 -0.61197
C -0.04900 -1.22815 0.47961
O -0.68838 0.04772 0.20910
C -1.78312 0.30581 1.14248
H 1.95368 0.95798 -0.62971
H 3.57645 0.36291 -0.40158
H 2.37191 0.34406 0.94174
H 0.94008 -2.68294 -0.75095
H 0.70270 -1.11631 -1.55684
H 0.36527 -1.17756 1.48655
H -0.86007 -1.95379 0.41858
H -2.56889 -0.42943 0.96903
H -2.19162 1.29058 0.91569
H -1.38144 0.28935 2.15564
C 1.57684 -6.24330 -0.26070
O 1.05623 -5.89111 -1.49914
C -0.36572 -5.75530 -1.54552
C -0.68679 -5.25489 -2.97473
O -0.38849 -3.91436 -2.93544
C -0.76549 -3.15489 -4.08937
H 2.65702 -6.35177 -0.35845
H 1.03611 -7.06957 0.20082
H 1.44593 -5.38205 0.39445
H -0.75657 -5.11077 -0.75816
H -0.85662 -6.71661 -1.39388
H -1.76200 -5.30078 -3.14768
H -0.22863 -5.76591 -3.82152
H -1.75490 -3.36526 -4.49544
H -0.02440 -3.20875 -4.88685
H -0.80321 -2.10351 -3.80426
O -2.78160 2.40805 3.15716
C -3.44988 2.34583 4.17287
O -3.35821 1.28258 4.89767
C -4.02403 1.39052 6.11498
C -4.29655 2.82988 6.31097
C -4.38294 3.32995 4.84217
H -3.36718 1.09446 6.93290
H -4.94911 0.81565 6.07195
H -3.50203 3.40194 6.79013
H -5.22624 2.98487 6.85847
H -4.04271 4.35502 4.69524
H -5.32855 3.21739 4.31184
O 6.20236 -2.19402 -2.88053
C 5.01428 -2.42435 -3.07754
O 4.46281 -3.52470 -2.59154
C 3.01905 -3.51143 -2.79255
C 2.97411 -2.58329 -4.01006
C 4.01349 -1.59831 -3.70876
H 2.63159 -3.12436 -1.85014
H 2.57479 -4.43701 -3.15861
H 2.01531 -2.09162 -4.17462
H 3.23847 -3.22233 -4.85257
H 3.71526 -0.88160 -2.94359
H 4.46308 -1.02540 -4.51977
O 4.35338 2.77328 -0.65374
C 4.28869 3.59838 -1.54564
O 3.92776 4.89510 -1.35208
C 3.83377 5.67798 -2.57490
C 4.10958 4.67882 -3.68119
C 4.68676 3.41117 -3.03223
H 4.65663 6.39226 -2.60319
H 2.83838 6.08409 -2.75484
H 4.72082 5.23842 -4.38924
H 3.19822 4.42045 -4.22041
H 5.75326 3.34078 -3.24611
H 4.20121 2.49912 -3.37936
O -6.83072 2.42444 0.00547
C -5.84254 2.39472 -0.73088
O -5.99274 2.63488 -2.06859
C -4.76505 2.78840 -2.77463
C -3.70909 2.21108 -1.74983
C -4.42239 2.22800 -0.35986
H -4.56800 3.83578 -3.00325
H -4.66390 2.17675 -3.67115
H -2.80210 2.81462 -1.71515
H -3.30923 1.23567 -2.02692
H -4.02453 3.08948 0.17649
H -4.34282 1.26346 0.14159
C -0.19769 1.87328 -5.46798
C -0.53047 0.45266 -4.93013
O -1.93549 0.22178 -5.13324
C -2.39343 -0.28923 -6.29756
O -1.67127 -0.42145 -7.31744
C -3.93210 -0.69564 -6.22461
F -4.52141 -0.16720 -5.15359
F -4.59360 -0.29779 -7.30822
F -4.00122 -2.02715 -6.08597
H -0.55859 2.00849 -6.48757
H 0.86108 2.12262 -5.39777
H -0.59181 2.64306 -4.80449
H -0.16610 0.29014 -3.91578
H 0.10486 -0.25435 -5.46360
C 0.24736 3.36128 -1.53760
C -0.20910 4.60544 -2.34045
O -1.41061 5.01128 -1.66645
C -1.99640 6.11802 -2.18911
O -1.78555 6.64761 -3.30934
C -3.16070 6.64557 -1.31619
F -4.32538 6.51722 -1.96515
F -3.19488 6.00384 -0.08143
F -2.94964 7.89072 -1.05707
H 0.67324 3.67397 -0.58420
H 0.95666 2.68258 -2.01126
H -0.49289 2.62090 -1.23434
H -0.47063 4.28592 -3.34922
H 0.45948 5.46619 -2.35521
C 1.14448 2.54985 2.19376
C 2.60644 2.85478 2.21902
O 2.99749 3.84268 3.10482
C 3.39809 3.57474 4.34137
O 3.34978 2.49505 4.85596
C 3.84791 4.81770 5.09973
F 5.12521 4.75769 5.49353
F 3.71133 5.98285 4.38928
F 3.08256 4.97521 6.18604
H 0.72706 1.87550 1.44602
H 0.66769 3.52220 2.06999
H 0.76067 2.26153 3.17236
H 2.89031 3.16311 1.21282
H 3.02906 1.86073 2.36526
C 1.15641 -3.85985 8.24038
C 0.67336 -4.10212 6.78222
O -0.31223 -3.17627 6.41316
C -0.95669 -3.34768 5.25225
O -0.62398 -4.16095 4.36995
C -2.12350 -2.34068 5.05173
F -1.74497 -1.62800 3.98182
F -3.25933 -2.96969 4.75609
F -2.28942 -1.50533 6.10208
H 2.10209 -4.34526 8.48155
H 0.35084 -4.15373 8.91326
H 1.18381 -2.78664 8.42904
H 0.25846 -5.10997 6.79679
H 1.46552 -4.18299 6.03788
C 6.12079 0.96840 1.35349
C 6.25166 -0.04608 2.46702
O 4.94889 -0.41694 2.77808
C 4.69267 -1.06827 3.87733
O 5.58188 -1.45775 4.66636
C 3.20033 -1.41252 4.18076
F 2.27312 -0.63805 3.51000
F 2.93944 -2.66709 3.80424
F 2.91214 -1.24556 5.50640
H 5.61852 1.90177 1.60770
H 5.46362 0.49617 0.62327
H 7.07911 1.19061 0.88407
H 6.73632 0.33472 3.36602
H 6.78227 -0.94997 2.16780
C -4.26133 -6.78709 -1.23005
C -5.18600 -5.67707 -0.78320
O -4.69917 -4.47798 -1.38235
C -3.75147 -3.71872 -0.84779
O -3.17678 -3.91983 0.27793
C -3.55531 -2.35351 -1.57010
F -4.26081 -1.38024 -0.94869
F -2.30534 -2.10824 -1.51108
F -4.02847 -2.40693 -2.84064
H -3.22297 -6.55336 -0.99496
H -4.28067 -6.81521 -2.31952
H -4.48294 -7.77552 -0.82761
H -5.09075 -5.67718 0.30263
H -6.21348 -5.93744 -1.03734
```

## Properties
SMILES: CCOC(=O)C(F)(F)F.CCOC(=O)C(F)(F)F.CCOC(=O)C(F)(F)F.CCOC(=O)C(F)(F)F.CCOC(=O)C(F)(F)F.CCOC(=O)C(F)(F)F.O=C1CCCO1.O=C1CCCO1.O=C1CCCO1.O=C1CCCO1.COCCOC.COCCOC


Below is a molecular structure, C36H44N5O3PPdTe, with properties calculated with ωB97M-V/def2-TZVPD.

```
91
C36H44N5O3PPdTe, DFT ωB97M-V/def2-TZVPD
Pd 0.66582 -0.63244 1.38959
O 4.31610 -2.29972 2.59819
C 3.10284 -2.03964 2.71837
O 2.12961 -2.57731 2.14724
C 2.78009 -0.82579 3.59500
C 3.49139 -0.64102 4.80057
C 3.21958 0.44680 5.56956
C 2.24034 1.37631 5.14200
C 1.89750 2.52550 5.89175
C 0.93126 3.38271 5.44947
C 0.25623 3.11794 4.23926
C 0.57540 2.01848 3.49382
C 1.58281 1.13017 3.91964
N 1.88186 0.03151 3.15408
H 4.23658 -1.37607 5.06676
H 3.73450 0.61305 6.50824
H 2.41266 2.70683 6.82714
H 0.66953 4.25682 6.03024
H -0.52547 3.78839 3.90593
H 0.04345 1.78783 2.58114
C -0.88714 -3.64762 1.32738
C -1.23701 -2.18658 1.43208
O -1.60621 -1.68506 2.50999
N -1.15606 -1.48734 0.26126
Te -1.85675 0.37148 0.44515
C -3.94457 0.16872 0.00011
C -4.48706 1.38045 -0.45012
C -3.68058 2.64548 -0.61552
C -5.83394 1.42972 -0.79940
C -6.65327 0.32209 -0.69232
C -8.10735 0.38154 -1.06721
C -6.09396 -0.85871 -0.21627
C -4.75770 -0.97107 0.13999
C -4.28364 -2.30890 0.62806
C -1.14430 0.89733 -1.49275
C -0.34735 2.04560 -1.59059
C 0.02475 2.89952 -0.40472
C 0.13043 2.43118 -2.84101
C -0.15723 1.70532 -3.98581
C 0.34844 2.13482 -5.33497
C -0.94712 0.56906 -3.85560
C -1.46636 0.14518 -2.63668
C -2.33339 -1.08459 -2.63873
H -1.82158 -4.20833 1.24872
H -0.36656 -3.96074 2.22846
H -0.28181 -3.84907 0.44723
H -2.98269 2.81450 0.20999
H -4.34502 3.50701 -0.64182
H -3.10414 2.63451 -1.54394
H -6.24629 2.36756 -1.15504
H -8.40011 1.38616 -1.36699
H -8.73551 0.07698 -0.22927
H -8.31847 -0.29645 -1.89567
H -6.72596 -1.73380 -0.11187
H -5.11796 -3.00681 0.66216
H -3.86074 -2.24298 1.62970
H -3.52779 -2.72135 -0.04112
H 0.35557 2.29527 0.43736
H -0.81158 3.52194 -0.07850
H 0.84692 3.56769 -0.65951
H 0.74529 3.32226 -2.91325
H 1.04840 2.96482 -5.25166
H -0.47921 2.45463 -5.97009
H 0.84897 1.31169 -5.84665
H -1.18892 -0.00576 -4.74332
H -2.41315 -1.47780 -3.65045
H -3.34250 -0.87091 -2.28319
H -1.90764 -1.84929 -1.99177
C 4.99202 -0.13464 -1.95399
N 5.06939 -0.77049 -0.57203
C 5.05772 -2.30983 -0.71937
N 3.94939 -2.72897 -1.50486
C 3.92134 -2.05772 -2.79581
N 3.84884 -0.60165 -2.66261
C 2.57215 -0.15375 -2.08097
P 2.28753 -0.84816 -0.37616
C 3.93043 -0.30488 0.28707
C 2.67947 -2.60673 -0.78622
H 5.90457 -0.41241 -2.48198
H 4.95963 0.94500 -1.81002
H 5.94591 -0.50928 -0.11929
H 5.01241 -2.70965 0.29545
H 6.00031 -2.56412 -1.20498
H 3.05939 -2.40715 -3.36113
H 4.82808 -2.30842 -3.34943
H 1.75676 -0.46592 -2.73726
H 2.54722 0.93725 -2.04909
H 4.11451 -0.69551 1.28264
H 3.95058 0.78626 0.31888
H 1.87344 -3.00214 -1.40752
H 2.70667 -3.16680 0.14884
```

## Properties
Charge: +1
2S+1: 2


Below is a molecular structure, C30H24ClNO3PPrS, with properties calculated with ωB97M-V/def2-TZVPD.

```
62
C30H24ClNO3PPrS, DFT ωB97M-V/def2-TZVPD
C -2.37365 1.21629 1.58084
C -2.53483 1.41225 0.16096
C -2.89689 0.14679 -0.43592
H -2.28263 2.35046 -0.37462
C -2.97222 -0.84484 0.60511
C -2.64494 -0.19880 1.85404
H -2.55401 -0.69001 2.82855
H -1.90582 1.92011 2.30186
H -3.04389 -0.06061 -1.51724
H -3.12396 -1.93268 0.47724
Pr -0.50068 -0.05821 0.73317
Cl 0.06549 -2.53547 0.49435
P 0.43956 0.16653 -1.87716
C -0.57708 -0.64277 -3.03048
C -0.73235 0.01034 -4.25509
H -0.35395 1.01973 -4.38418
C -1.37106 -0.65190 -5.29276
H -1.49080 -0.14219 -6.24553
C -1.84602 -1.95280 -5.12343
H -2.34464 -2.46420 -5.94787
C -1.67674 -2.60147 -3.89417
H -2.03617 -3.62047 -3.76052
C -1.04949 -1.95752 -2.84019
H -0.90295 -2.45641 -1.88298
C 0.48525 1.91435 -2.08391
C -0.67498 2.67870 -2.31479
H -1.65855 2.20983 -2.30843
C -0.54776 4.03690 -2.56560
H -1.43978 4.62968 -2.76111
C 0.71499 4.63891 -2.57683
H 0.81002 5.70591 -2.77634
C 1.85572 3.87180 -2.32895
H 2.83914 4.33090 -2.33126
C 1.75225 2.51578 -2.07654
H 2.63013 1.90517 -1.87884
C 2.03747 -0.52640 -1.80052
C 2.49412 -0.86533 -3.07156
H 1.82698 -0.77708 -3.92356
C 3.79342 -1.31571 -3.21333
H 4.14605 -1.57614 -4.20552
C 4.62966 -1.43609 -2.10405
H 5.65165 -1.79410 -2.23022
C 4.15463 -1.10184 -0.83102
H 4.80431 -1.19931 0.03780
C 2.85762 -0.64158 -0.65731
H 2.48260 -0.38710 0.33544
O 0.21746 1.57851 3.31529
C 0.06783 0.40023 3.70386
N -0.07795 -0.66740 2.87135
S -0.25521 -2.19116 3.54026
O -1.51061 -2.77003 3.10176
O 0.97506 -2.91770 3.33673
C -0.34222 -1.41782 5.19341
C -0.62539 -1.99399 6.44222
C -0.65872 -1.17809 7.59024
C -0.40546 0.20375 7.47848
C -0.12466 0.77225 6.23511
C -0.08504 -0.06451 5.10104
H -0.82962 -3.06285 6.51284
H -0.89068 -1.61300 8.56493
H -0.44343 0.82777 8.36919
H 0.05343 1.84461 6.13573
```

## Properties
2S+1: 3


Below is a molecular structure, ClHNO, with properties calculated with ωB97M-V/def2-TZVPD.

```
4
ClHNO, DFT ωB97M-V/def2-TZVPD
N 0.44419 0.27741 0.76855
O -0.87622 -0.06770 1.81308
Cl 1.62813 -0.84364 1.04830
H -0.20149 -0.23827 0.14364
```

## Properties
Charge: -1


Below is C4H7NO in the gas phase, with properties calculated with ωB97M-V/def2-TZVPD.

```
13
C4H7NO, DFT ωB97M-V/def2-TZVPD
C -2.02826 0.28994 -0.28077
N -0.58357 0.16483 0.29605
C 0.25144 -1.05150 0.03340
C 1.54203 -0.21084 0.02963
C 0.65705 1.01767 0.16174
O 0.77470 2.19650 0.20296
H -0.99748 0.15882 1.21845
H -2.16713 1.38470 -0.26671
H -1.94199 -0.06228 -1.31211
H 0.01167 -1.49759 -0.93422
H 0.15133 -1.79329 0.82332
H 2.18262 -0.35110 0.90548
H 2.14760 -0.24587 -0.87721
```


Number 1: molar mass 688.8 g/mol, E -137520.7142 eV. Number 2: molar mass 1377.1 g/mol, E -149027.4239 eV. Number 3: molar mass 859.8 g/mol, E -71695.3569 eV. Number 4: molar mass 685.9 g/mol, E -85847.9075 eV. Number 5: molar mass 66.5 g/mol, E -16072.7616 eV. Number 6: molar mass 85.1 g/mol, E -7794.9046 eV.